No. 1
Here is 2 unconnected molecules or ions with the total composition H3N2P from the OMol25 dataset. Energies are from wB97M-V/def2-TZVPD.

Element x y z (Å)
1 N 2.28658 -2.14142 0.32406
2 P 1.48130 -2.25101 -0.89546
3 N -1.05261 1.13665 -0.02616
4 H -0.24079 1.71581 -0.02266
5 H -0.84374 0.15207 -0.11393
6 H -1.63074 1.38790 0.73414

Calculated values
LUMO: -0.302 eV
structure (SMILES): N#P.N
net charge: 0
E_HOMO: -9.91 eV

***

No. 2
Here is 2 unconnected molecules or ions with the total composition H3N2PS from the OMol25 dataset. Energies are from wB97M-V/def2-TZVPD.

Element x y z (Å)
1 N 0.24458 -1.01490 -0.26398
2 N 0.49375 0.26460 -0.28453
3 P -3.49844 -0.82319 0.00794
4 S -2.61852 0.89365 0.09153
5 H 0.46462 0.68177 -1.20375
6 H 0.49706 0.86460 0.53398
7 H 0.14597 -1.37100 0.68203

Calculated values
LUMO (alpha / beta): -1.144 / -1.472 eV
net charge: 0
E_HOMO (alpha / beta): -7.44 / -7.53 eV

***

No. 3
Here is 2 unconnected molecules or ions with the total composition H3N2PS from the OMol25 dataset. Energies are from wB97M-V/def2-TZVPD.

Element x y z (Å)
1 N 0.24038 -2.05240 -0.43226
2 N 0.97986 -1.18558 0.00930
3 P -0.76673 -3.01193 -0.99634
4 S -0.96849 2.63049 0.48408
5 H 1.09330 -1.35132 0.97334
6 H -0.37082 3.35656 -0.39159
7 H -0.20750 1.61418 0.35346

Calculated values
LUMO (alpha / beta): -0.288 / -0.288 eV
net charge: 0
E_HOMO (alpha / beta): -8.49 / -8.49 eV

***

No. 4
Here is a molecular structure, H3N2PS from the OMol25 dataset. Energies are from wB97M-V/def2-TZVPD.

Element x y z (Å)
1 N 0.32307 1.64621 -0.05604
2 N 1.03310 0.63939 -0.41245
3 P -1.20408 1.97843 0.05066
4 S -2.09824 -0.68981 -0.06655
5 H 2.00821 0.85168 -0.62290
6 H 0.58940 -0.36451 -0.39811
7 H -2.46495 0.07482 1.00295

Calculated values
LUMO (alpha / beta): -0.696 / -0.696 eV
net charge: 0
E_HOMO (alpha / beta): -8.67 / -8.67 eV

***

No. 5
Here is H3N3 in the gas phase from the OMol25 dataset. Energies are from wB97M-V/def2-TZVPD.

Element x y z (Å)
1 H -2.18148 -0.19148 -0.05119
2 N -1.28769 0.32001 0.03899
3 N -0.34111 -0.52913 0.14172
4 N 0.99467 -0.02244 -0.00139
5 H 0.96197 1.02251 -0.06294
6 H 1.85364 -0.59947 -0.06520

Calculated values
LUMO: 1.229 eV
structure (SMILES): [H]/N=N/N
net charge: 0
E_HOMO: -9.51 eV

***

No. 6
Here is H3N3O in the gas phase from the OMol25 dataset. Energies are from wB97M-V/def2-TZVPD.

Element x y z (Å)
1 H 0.73106 1.98672 0.13591
2 N -0.08512 1.39137 0.06953
3 N 0.27813 0.21744 -0.00608
4 N -0.56855 -0.73826 -0.05977
5 O 1.60531 -0.54299 -0.04828
6 H -1.54280 -0.67306 -0.35754
7 H -0.41803 -1.64121 0.26623

Calculated values
LUMO: 0.481 eV
structure (SMILES): [H]/N=[N+](/N)[O-]
net charge: 0
E_HOMO: -9.72 eV

***

No. 7
Here is 3 unconnected molecules or ions with the total composition H3N3O2 from the OMol25 dataset. Energies are from wB97M-V/def2-TZVPD.

Element x y z (Å)
1 N 2.84816 3.57867 10.94090
2 N -1.46223 -1.00807 -6.99882
3 N -2.21490 -1.81201 -6.39676
4 O -3.45025 -1.78904 -6.47621
5 O -0.86908 -3.66233 -5.65151
6 H 2.10284 3.15248 10.36893
7 H 3.54468 2.81667 10.98598
8 H -0.49922 -1.27637 -6.77252

Calculated values
LUMO (alpha / beta): 4.002 / 3.999 eV
net charge: -2
E_HOMO (alpha / beta): 0.29 / 0.29 eV

***

No. 8
Here is 2 unconnected molecules or ions with the total composition H3N3O2S from the OMol25 dataset. Energies are from wB97M-V/def2-TZVPD.

Element x y z (Å)
1 H 1.93006 -1.43834 1.52285
2 N 0.95669 -0.98233 1.45242
3 N 0.62713 -0.57538 0.35722
4 O 1.43325 -0.79093 -0.77068
5 H 0.82905 -0.41176 -1.43178
6 O -0.38505 0.75174 -1.64180
7 N -1.16284 0.54834 -0.74133
8 S -1.75435 1.80685 0.23089
9 H -2.47394 1.09180 1.02221

Calculated values
LUMO: -0.431 eV
structure (SMILES): [H]/N=N\O.O=NS
net charge: 0
E_HOMO: -9.26 eV

***

Results for E_tot: -452.61798, -850.73558, -850.75659, -850.76198, -165.98605, -241.13199, -316.24191, -714.54364 (in hartree, following the order of the records).